# 1
Molecular formula: C30H57N3O6P
Method: DFT, ωB97M-V/def2-TZVPD

total charge = -1
HOMO = -4.74 eV

```
97
C30H57N3O6P | the Open Molecules 2025 dataset | ωB97M-V/def2-TZVPD
C -0.9573 -3.6230 3.7318
C 0.3810 -3.5571 3.4818
P 0.9462 -3.4447 1.6867
O 0.5139 -5.1665 1.2604
C 1.5215 -5.9834 1.3456
N 2.2892 -6.8861 1.1467
O 2.5895 -3.7514 1.9878
C 3.3969 -2.7720 1.3176
N 3.5560 -1.7389 2.3487
C 4.2585 -2.4140 3.4861
C 4.4469 -0.7121 1.9369
C 4.4964 0.5492 2.7944
O 5.1639 -0.7763 0.9434
C 2.5707 -2.4592 0.0060
C 2.2518 -1.0133 -0.3849
C 1.5424 -0.9405 -1.7645
C 0.0523 -0.4614 -1.6436
C -0.8788 -1.6743 -1.9083
C -2.0956 -1.7990 -0.9461
C -2.5823 -0.4801 -0.3641
C -3.8577 -0.6088 0.5057
C -4.4466 0.8115 0.6541
C -3.5300 1.7593 1.4471
C -3.4901 3.1559 0.7619
C -2.3355 3.2754 -0.2697
C -1.4355 4.4956 0.0048
C -0.0915 4.2829 -0.7441
C 0.8742 3.4532 0.1118
C 2.1729 3.2127 -0.6978
C 3.4067 3.0058 0.2006
C 4.4215 4.1929 0.1957
C 5.8645 3.6973 -0.0375
O 3.2712 -3.2431 -1.0488
C 4.2513 -2.5893 -1.6048
N 5.0712 -1.9125 -2.1614
O 1.3304 -3.0810 0.0149
H -1.5596 -4.4821 3.4366
H -1.5133 -2.8081 4.2008
H 1.1024 -3.5433 4.3045
H -0.4222 -3.1573 1.3562
H 1.0128 -2.0386 2.0127
H 4.2653 -3.3763 1.0447
H 5.0033 -1.7476 3.9237
H 4.8214 -3.2844 3.1414
H 3.5647 -2.7303 4.2604
H 3.5186 0.8369 3.1786
H 4.9837 1.3614 2.2657
H 5.1309 0.3130 3.6557
H 1.6908 -0.5790 0.4433
H 3.1743 -0.4253 -0.4551
H 2.1097 -0.2486 -2.3919
H 1.6164 -1.9211 -2.2313
H -0.0379 -0.0535 -0.6418
H -0.0881 0.2769 -2.4341
H -0.3448 -2.6224 -1.8727
H -1.2723 -1.5940 -2.9287
H -1.8701 -2.5494 -0.1872
H -2.9316 -2.2016 -1.5365
H -2.6887 0.3208 -1.1011
H -1.8113 -0.1459 0.3381
H -3.5314 -0.9114 1.5056
H -4.5504 -1.3202 0.0580
H -4.4920 1.2323 -0.3548
H -5.4653 0.8165 1.0510
H -3.8286 1.8701 2.4933
H -2.4979 1.4032 1.4737
H -4.4414 3.2618 0.2343
H -3.4023 3.9416 1.5148
H -2.7362 3.4271 -1.2746
H -1.7234 2.3732 -0.2227
H -1.8959 5.4063 -0.3886
H -1.2670 4.6136 1.0780
H 0.3375 5.2544 -0.9976
H -0.3143 3.6916 -1.6371
H 1.0945 3.9315 1.0699
H 0.3906 2.4925 0.3098
H 2.3378 4.0487 -1.3799
H 2.0209 2.2920 -1.2666
H 3.9484 2.1430 -0.2013
H 3.1532 2.7380 1.2274
H 4.1063 4.8983 -0.5722
H 4.4076 4.6199 1.2002
H 6.4924 4.4752 -0.4817
H 6.3239 3.4556 0.9230
H 5.9054 2.8309 -0.6978
C -5.2554 -1.9469 -4.1063
C -6.0900 -1.1096 -3.1488
C -7.1776 -0.3438 -3.8882
O -5.2478 -0.1969 -2.4505
H -4.7550 -1.3085 -4.8400
H -4.4762 -2.4835 -3.5640
H -5.8721 -2.6724 -4.6400
H -6.5441 -1.7563 -2.3966
H -6.7371 0.3442 -4.6155
H -7.7625 0.2576 -3.1910
H -7.8517 -1.0215 -4.4152
H -4.8357 0.3833 -3.0991
```

# 2
Molecular formula: C30H58Br6O14S7
Method: DFT, ωB97M-V/def2-TZVPD

HOMO = -10.01 eV

```
115
C30H58Br6O14S7 | the Open Molecules 2025 dataset | ωB97M-V/def2-TZVPD
C 0.8852 1.6265 9.2303
Br -0.3283 0.6112 8.0442
Br 0.5236 3.6299 9.1271
Br 2.7493 1.2195 8.7112
H 0.8243 1.3467 10.2820
C 7.7854 0.5215 4.6271
Br 8.4552 -0.2864 2.9664
Br 9.2556 1.4086 5.6037
Br 7.0710 -0.8890 5.7168
H 6.8932 1.1246 4.4587
C -4.9392 -1.5177 -4.8966
C -5.9230 -0.7398 -3.9826
C -5.3901 -0.9524 -2.5748
S -3.6118 -0.5982 -2.7048
O -2.8154 -1.6854 -2.0288
O -3.3324 0.7880 -2.3575
C -3.5304 -0.8877 -4.5609
H -5.1809 -1.5174 -5.9595
H -4.9096 -2.5775 -4.6435
H -6.9683 -1.0277 -4.0944
H -5.8943 0.3161 -4.2515
H -5.5189 -1.9892 -2.2642
H -5.8204 -0.4750 -1.6944
H -2.6784 -1.5315 -4.7794
H -3.5095 0.1077 -5.0045
C -2.3803 7.4956 -2.4135
C -3.0436 8.2101 -3.5192
C -4.3765 7.4803 -3.8658
S -3.8935 5.6934 -3.8072
O -3.2747 5.3310 -5.0484
O -4.9815 4.8531 -3.2590
C -2.6046 5.9295 -2.4930
H -2.8503 7.7993 -1.4781
H -1.3500 7.8506 -2.3889
H -2.3347 8.0805 -4.3369
H -3.2517 9.2348 -3.2111
H -4.9171 7.7423 -4.7753
H -5.1332 7.5991 -3.0904
H -1.7068 5.3481 -2.7027
H -2.9668 5.4311 -1.5939
C -0.1356 0.9983 2.0359
C 0.1734 -0.3815 2.6120
C 1.1084 -1.1352 1.6769
S 2.2512 0.1638 0.9796
O 2.3235 0.1608 -0.4577
O 3.4685 0.2563 1.7866
C 1.1492 1.6239 1.4826
H -0.5090 1.6972 2.7844
H -0.7851 0.9121 1.1649
H -0.7885 -0.8789 2.7362
H 0.6960 -0.4064 3.5683
H 0.5080 -1.4005 0.8067
H 1.6599 -2.0429 1.9220
H 1.0221 2.1044 0.5126
H 1.6462 2.3907 2.0768
C -2.3064 -5.6604 2.3493
C -2.3701 -6.7013 3.5036
C -2.9515 -6.0554 4.7648
S -4.1542 -4.8470 4.1580
O -3.7672 -3.5356 4.7620
O -5.5662 -5.3538 4.3016
C -3.6826 -4.9438 2.3705
H -2.1231 -6.2168 1.4301
H -1.5052 -4.9413 2.5198
H -1.3989 -7.1660 3.6737
H -2.9660 -7.5814 3.2618
H -2.2349 -5.4576 5.3279
H -3.4853 -6.7936 5.3633
H -3.8140 -4.0498 1.7609
H -4.4376 -5.6465 2.0180
C -5.8059 2.0738 2.1773
C -7.1699 2.4164 1.5528
C -8.2513 1.2693 1.8526
S -7.5630 -0.0126 2.9370
O -6.9876 -1.0562 2.0611
O -8.4988 -0.2667 4.0110
C -6.1653 1.1964 3.4513
H -5.2396 2.9806 2.3898
H -5.2080 1.4492 1.5136
H -7.0155 2.6634 0.5025
H -7.6006 3.3277 1.9677
H -8.7771 0.8841 0.9789
H -8.9224 1.7855 2.5392
H -5.3784 0.6166 3.9339
H -6.6702 1.8413 4.1705
C 7.2490 2.5137 -2.1287
C 8.7573 2.6562 -2.4506
C 9.1413 1.6146 -3.5117
S 7.7498 1.4929 -4.7006
O 7.6325 0.0907 -5.1162
O 7.9714 2.4825 -5.7491
C 6.4531 1.9724 -3.4569
H 6.7262 3.4123 -1.8014
H 7.1799 1.7385 -1.3655
H 9.4534 2.6807 -1.6122
H 8.8983 3.6020 -2.9739
H 9.1455 0.6180 -3.0702
H 10.1312 1.6287 -3.9678
H 5.8380 1.0824 -3.3240
H 5.8382 2.7523 -3.9061
C 7.2697 -5.2959 -2.5622
C 7.4397 -4.4142 -1.3191
C 6.3145 -3.4600 -1.3192
S 4.8380 -4.4521 -1.9947
O 4.1509 -3.7642 -3.0367
O 4.0352 -5.0421 -0.9348
C 5.8672 -5.8682 -2.5249
H 7.9988 -6.1056 -2.5327
H 7.5306 -4.6129 -3.3706
H 8.4475 -3.9999 -1.2908
H 7.4430 -5.0714 -0.4495
H 6.5561 -2.7606 -2.1196
H 5.9836 -2.9142 -0.4356
H 5.5185 -6.3130 -3.4569
H 5.6445 -6.6487 -1.7975
```

# 3
Molecular formula: C30H58BrN4O2
Method: DFT, ωB97M-V/def2-TZVPD

total charge = +1
HOMO = -10.97 eV

```
95
C30H58BrN4O2 | the Open Molecules 2025 dataset | ωB97M-V/def2-TZVPD
C 5.9541 -0.3893 2.6117
C 4.6653 0.5068 2.9945
C 3.7612 0.9101 1.7173
C 4.5905 1.5759 0.5116
C 5.0071 0.3946 -0.5337
C 4.2296 0.5222 -1.9518
C 3.1372 -0.6730 -2.0048
C 2.2504 -0.6717 -3.3527
C 1.8126 -2.1919 -3.6471
C 0.2233 -2.4738 -3.4050
C -0.0324 -3.2344 -2.0078
C -1.3671 -2.7028 -1.2193
C -0.9037 -2.3611 0.2809
C 0.0374 -1.0644 0.3428
Br -0.4012 0.5404 -0.7298
C -0.1853 -0.6616 1.8801
O 0.6245 -0.0006 2.5810
N -1.4813 -1.2499 2.3323
C -2.0184 -2.3647 1.4627
C -1.9803 -3.6278 2.4889
C -0.5160 -3.9349 3.0595
C 0.2335 -5.1744 2.3390
C 1.8471 -5.0617 2.5364
C 2.5819 -4.3260 1.3214
N 3.8568 -3.6190 1.7493
O -3.4077 -2.3466 1.0948
C -3.7905 -1.1264 0.4163
C -4.5777 -0.1334 1.4314
C -4.0852 1.3649 1.1255
H 5.7445 -1.0911 1.7256
H 6.8410 0.3023 2.4045
H 6.1814 -1.0880 3.5013
H 4.9580 1.4213 3.6177
H 3.9911 -0.1395 3.6705
H 2.9963 1.6998 2.0651
H 3.1904 -0.0304 1.3784
H 5.4902 2.1939 0.8438
H 3.8732 2.2553 -0.0582
H 4.6806 -0.6062 -0.0814
H 6.1514 0.4206 -0.6553
H 5.0121 0.3839 -2.7862
H 3.7215 1.5347 -2.1007
H 2.4126 -0.4626 -1.1418
H 3.6638 -1.6757 -1.8460
H 1.3387 0.0188 -3.2322
H 2.8774 -0.3048 -4.2355
H 2.4682 -2.9617 -3.0978
H 1.9931 -2.3895 -4.7688
H -0.0679 -3.2206 -4.2335
H -0.4076 -1.5344 -3.5437
H 0.9209 -3.0727 -1.3762
H -0.1548 -4.3626 -2.1085
H -1.7269 -1.8004 -1.8170
H -2.1479 -3.5356 -1.1630
H -0.1525 -3.2063 0.4909
H 1.0836 -1.5050 0.2607
H -2.0462 -0.3882 2.3815
H -2.2742 -4.5375 1.8377
H -2.7292 -3.4314 3.3217
H -0.6501 -4.2603 4.1602
H 0.1949 -3.0442 3.0838
H -0.0677 -6.1194 2.9292
H -0.0388 -5.2880 1.2326
H 1.9967 -4.4214 3.4740
H 2.2701 -6.1045 2.7720
H 2.7668 -5.0301 0.4289
H 1.8800 -3.5008 0.9471
H 4.1980 -3.2008 0.8579
H 3.5190 -2.7860 2.2770
H -2.9559 -0.6135 -0.1654
H -4.5784 -1.4362 -0.3729
H -5.7059 -0.2814 1.3891
H -4.2006 -0.4183 2.4836
H -2.9777 1.3259 0.7943
H -4.0957 2.0441 2.0518
H -4.6828 1.8468 0.2657
C -6.0181 7.7170 -0.4050
C -5.3865 6.3417 -0.4782
N -4.2797 6.2237 -1.4427
C -3.7544 7.1992 -2.2685
C -2.7689 6.6122 -3.0003
N -2.7084 5.2945 -2.6022
C -3.6181 5.0802 -1.6498
C -1.8055 4.2732 -3.1251
H -6.4139 8.0219 -1.3772
H -6.8428 7.7157 0.3094
H -5.2913 8.4666 -0.0816
H -6.1424 5.6051 -0.7637
H -4.9969 6.0596 0.5036
H -4.1468 8.2002 -2.2458
H -2.0991 6.9689 -3.7631
H -3.7954 4.1435 -1.1399
H -2.3974 3.4457 -3.5184
H -1.1647 3.9192 -2.3166
H -1.1898 4.6878 -3.9227
```